(1)
Formula: C5H15NO2
Source: OMol25
Level of theory: ωB97M-V/def2-TZVPD

XYZ file:
```
23
Properties=species:S:1:pos:R:3:forces:R:3
C 0.91031 2.53383 2.29169 -0.472 1.857 0.592
C 1.22380 1.78790 1.02194 0.465 -0.985 -1.997
C 0.09290 0.72424 0.80010 -0.366 3.110 -2.491
C 0.42078 -0.34544 -0.20916 -0.992 -1.099 0.333
N -0.70547 -1.30034 -0.19266 -0.245 -0.374 -0.818
C -0.43472 -2.67675 -0.55824 0.339 2.060 0.120
O 0.33631 -3.39464 0.34280 0.522 -2.042 1.036
H 1.71503 2.98066 2.91152 -0.110 -1.056 -0.262
H 0.15636 1.97759 2.85477 0.688 -0.166 0.545
H 0.33515 3.46159 2.10408 0.119 -0.329 -0.551
H 1.30237 2.44459 0.10993 -0.630 -0.232 0.895
H 2.20721 1.27687 0.86212 -0.463 0.191 1.270
H -0.78574 1.35688 0.38956 0.899 -1.209 0.860
H -0.20284 0.26859 1.71359 -0.132 -0.358 0.881
H 0.57331 -0.02405 -1.25905 0.177 0.123 0.716
H 1.29163 -0.84869 0.19504 0.761 -0.101 -0.341
H -1.24706 -1.24323 0.64959 -0.091 0.040 0.324
H -1.35867 -3.23547 -0.64089 -0.215 0.033 -0.192
H 0.08307 -2.61556 -1.51167 0.002 -0.259 -0.380
H 0.96000 -3.00247 0.95948 -0.267 0.804 -0.572
O -2.59424 -0.07090 -4.56196 1.424 0.448 0.215
H -2.60738 -0.33240 -3.63371 -0.270 -0.101 0.001
H -1.67211 0.27718 -4.63883 -1.143 -0.356 -0.183
```
Forces are in eV/Å.

As for the SMILES: CCCCNCO.O. The LUMO energy is 0.670 eV. As for the largest force on an atom: 4.002 eV/Å.

How is the electron density shared among the atoms? According to Löwdin, the charges in e are: -0.13, -0.27, -0.23, -0.24, -0.07, -0.31, -0.05, 0.08, 0.06, 0.08, 0.11, 0.11, 0.15, 0.09, 0.13, 0.10, 0.09, 0.12, 0.11, 0.08, -0.08, 0.02, 0.05


(2)
Formula: C25H72N4O11
Source: OMol25
Level of theory: ωB97M-V/def2-TZVPD

XYZ file:
```
112
Properties=species:S:1:pos:R:3:forces:R:3
N -3.98425 -1.09618 -4.05145 -1.783 -0.499 -3.216
C -3.64235 -0.85050 -2.80544 -3.260 2.615 4.433
N -2.42820 -1.26851 -2.48327 1.889 -0.509 1.946
O -4.47342 -0.21578 -1.88996 4.087 -2.592 -4.557
H -4.92242 -0.88018 -4.43181 1.107 -0.036 0.872
H -3.42514 -1.72444 -4.64598 -0.461 0.675 0.771
H -2.15907 -1.26990 -1.47032 -0.199 0.230 -0.905
H -1.67154 -1.64094 -3.07958 -1.397 0.563 0.032
N 4.60486 -1.83399 0.84883 2.512 -4.646 -3.313
C 4.08351 -0.83707 1.41569 -10.659 1.775 0.173
N 4.91173 -0.09519 2.09774 0.568 3.641 2.529
O 2.64263 -0.70363 1.29500 7.603 -0.020 0.868
H 4.02212 -2.43335 0.22529 0.885 0.859 1.061
H 5.63566 -1.86563 0.80894 -1.065 -0.490 -0.318
H 4.63195 0.79121 2.56854 -0.204 -1.614 -0.302
H 5.84098 -0.38502 2.32039 0.304 -0.331 0.003
C 0.02856 -3.80841 -1.91286 -0.220 -0.666 -0.208
C 1.10753 -3.23624 -1.02170 4.073 -1.647 -7.531
C 1.81227 -2.04225 -1.74786 -1.334 0.455 0.218
O 0.77601 -2.91302 0.13936 -2.581 2.405 7.854
H 0.54529 -4.24679 -2.75827 -0.176 0.088 -0.530
H -0.68964 -3.04978 -2.22590 0.160 -0.072 -0.039
H -0.54524 -4.62863 -1.46393 0.167 0.262 0.222
H 1.94913 -3.94161 -0.95118 -0.052 -0.816 -0.385
H 1.08333 -1.17257 -1.75100 1.118 -0.817 -0.094
H 2.06550 -2.29116 -2.78444 -0.215 -0.060 0.176
H 2.73712 -1.76326 -1.22271 -0.476 0.185 -0.008
H 0.57087 -3.68870 0.68612 -0.190 0.037 -0.058
C 3.32445 2.41013 -4.19259 0.335 -1.075 0.340
C 2.97305 1.30715 -3.23460 0.385 5.875 2.605
C 1.72850 1.57621 -2.44673 -1.346 0.235 -0.192
O 2.76142 0.16336 -3.73176 0.616 -9.382 -3.657
H 2.53710 2.59172 -4.85289 -1.380 0.435 -1.187
H 4.18760 2.12119 -4.75248 0.712 -0.025 -0.451
H 3.52072 3.26440 -3.60644 0.335 1.224 0.396
H 3.84762 1.17835 -2.63712 0.693 0.904 1.455
H 0.75285 1.43535 -3.06405 1.906 -0.005 0.855
H 1.70416 2.55515 -2.07146 -0.211 1.533 0.598
H 1.76061 0.91696 -1.59135 -0.425 -0.296 0.195
H 3.34989 -0.47992 -3.24735 -1.344 0.681 -1.333
C 0.04550 0.63781 2.96321 -0.726 0.598 0.765
C -1.03516 0.85239 4.01582 2.370 5.341 -0.866
C -2.08289 1.81340 3.55428 1.850 1.382 -2.452
O -1.73460 -0.14462 4.36213 -2.889 -8.045 1.608
H -0.09043 1.34393 2.19722 -0.282 0.602 -1.345
H 0.08563 -0.34607 2.60413 -0.241 -1.464 -0.716
H 1.00919 0.84299 3.30852 1.657 0.207 0.927
H -0.53945 1.28797 4.86670 0.244 0.095 0.875
H -2.27053 1.52468 2.52525 -0.377 0.044 -0.448
H -1.56619 2.74711 3.48558 -0.494 1.382 -0.015
H -3.01402 1.78336 4.03958 -0.782 0.216 1.235
H -2.12572 -0.47469 3.52360 -0.382 -0.302 0.849
C -1.03238 -6.01671 3.07489 1.708 -0.317 0.537
C -1.30692 -5.30113 1.81999 -7.805 1.706 4.864
C -1.72119 -3.84746 2.10752 0.787 -0.136 -0.104
O -0.34603 -5.31495 1.02719 8.108 -1.618 -6.475
H -0.24758 -5.41213 3.57426 -0.405 -0.633 0.261
H -0.62785 -6.99263 2.80839 0.263 -0.244 0.192
H -1.87776 -6.20235 3.68272 -0.860 0.168 0.767
H -2.14990 -5.73129 1.32169 -1.377 -0.634 -0.128
H -0.81582 -3.25843 2.34986 -0.460 -0.245 0.834
H -2.56741 -3.76426 2.79549 0.546 0.087 0.166
H -2.01057 -3.37550 1.19867 -0.601 0.128 -1.032
H -0.17328 -6.25490 0.73801 0.121 1.585 0.306
C -4.68969 -1.91796 0.57459 -0.542 2.197 -0.923
C -4.06204 -0.76704 1.31928 -7.005 4.649 -3.534
C -5.13522 -0.10057 2.21519 0.019 -0.124 -0.381
O -3.07299 -0.98454 2.03077 7.410 -3.126 6.431
H -5.46355 -1.36210 -0.04993 0.749 -1.524 0.556
H -5.07147 -2.60237 1.29570 -0.529 -0.811 0.303
H -3.92508 -2.33736 -0.05835 0.031 -0.521 -0.457
H -3.71128 0.01835 0.62203 -0.973 -0.034 -0.862
H -5.88606 0.19044 1.52913 -1.094 0.737 -0.496
H -4.90747 0.72780 2.89948 0.649 -0.103 -0.647
H -5.59035 -0.83522 2.83975 -0.299 -0.909 0.579
H -2.42903 -1.39470 1.47932 1.618 -0.413 -0.512
C 2.87841 2.37720 1.00070 0.684 0.490 1.268
C 4.17219 2.34777 0.20855 -7.239 1.004 -5.800
C 4.27082 3.56776 -0.74227 -0.980 -1.074 0.089
O 5.27621 2.30315 0.77665 7.844 0.273 5.317
H 2.03291 2.16252 0.36361 -0.132 -0.424 0.024
H 2.71451 3.33990 1.44246 -0.093 0.902 0.225
H 2.95967 1.70208 1.86295 -0.540 -0.212 -0.481
H 4.03614 1.38775 -0.30193 -0.210 -0.134 -1.294
H 3.46593 3.45542 -1.45452 -0.273 0.547 -0.211
H 5.20539 3.53594 -1.30548 0.041 0.231 0.299
H 4.12615 4.46417 -0.12020 0.314 -0.124 -0.477
H 5.28793 1.45498 1.18967 1.031 -0.645 0.514
C 0.80797 5.19825 -0.59205 2.324 -0.151 -1.145
C -0.24363 4.15495 -0.54885 7.697 -1.964 4.689
C -0.39218 3.75464 0.89598 -1.430 -0.205 0.594
O -1.27875 4.61951 -1.00730 -9.412 3.464 -4.545
H 0.94469 5.74118 -1.52592 -0.555 -0.110 -0.384
H 1.76163 4.69276 -0.48450 0.397 0.120 0.480
H 0.70407 5.93715 0.16559 -0.239 0.522 0.830
H 0.05668 3.23442 -0.99770 0.795 -0.953 -1.074
H 0.52812 3.34932 1.24314 0.486 -0.420 0.663
H -1.20252 3.00175 0.90037 0.409 0.131 0.434
H -0.72260 4.60185 1.52384 0.216 -0.264 -0.251
H -1.89175 3.88256 -1.06708 -1.140 0.129 -0.070
C -0.56792 0.15631 -0.23573 2.602 -0.654 -1.002
O -1.17170 -1.13845 -0.07410 0.183 0.529 0.213
H 0.44372 0.19900 0.27444 -1.235 -0.109 -0.327
H -1.17453 0.96117 0.05105 -1.153 0.636 0.994
H -0.35537 0.39876 -1.30414 -0.257 -0.622 0.478
H -0.43466 -1.79154 -0.01683 -0.263 0.207 0.274
C -2.07562 2.12980 -2.76329 0.906 -1.467 -1.088
O -2.59843 2.17365 -1.48281 -0.019 0.175 0.895
H -2.89728 1.93521 -3.44323 0.022 0.428 -0.671
H -1.36003 1.27599 -2.90784 -0.507 0.455 0.221
H -1.49220 3.01114 -2.98446 -0.255 0.503 -0.142
H -3.23011 1.44217 -1.45982 -0.503 -0.215 0.480
```
Forces are in eV/Å.

As for the SMILES: NC(N)=O.NC(N)=O.CC(C)O.CC(C)O.CC(C)O.CC(C)O.CC(C)O.CC(C)O.CC(C)O.CO.CO. The LUMO energy is -0.146 eV. As for the largest force on an atom: 11.011 eV/Å.

Löwdin population analysis, charges in e, atoms 1 to 99: 0.15, -0.58, 0.16, -0.12, 0.14, 0.12, 0.08, 0.12, 0.17, -0.57, 0.16, -0.14, 0.14, 0.14, 0.15, 0.13, -0.02, -0.61, -0.02, 0.00, 0.08, 0.05, 0.08, 0.14, 0.08, 0.08, 0.06, 0.10, -0.01, -0.64, -0.04, 0.00, 0.07, 0.08, 0.06, 0.13, 0.12, 0.04, 0.05, 0.13, -0.01, -0.60, -0.04, 0.00, 0.03, 0.06, 0.05, 0.13, 0.07, 0.07, 0.07, 0.08, -0.03, -0.67, -0.01, 0.00, 0.11, 0.08, 0.08, 0.14, 0.10, 0.11, 0.05, 0.17, -0.03, -0.64, -0.01, -0.01, 0.10, 0.07, 0.06, 0.13, 0.06, 0.08, 0.07, 0.05, -0.04, -0.64, -0.01, 0.03, 0.06, 0.08, 0.06, 0.12, 0.03, 0.09, 0.09, 0.03, -0.03, -0.70, -0.03, 0.06, 0.09, 0.05, 0.08, 0.11, 0.04, 0.07, 0.11


(3)
Formula: C40H46B2N2NiO5Si
Source: OMol25
Level of theory: ωB97M-V/def2-TZVPD

XYZ file:
```
97
Properties=species:S:1:pos:R:3:forces:R:3
Ni 0.37726 -0.58950 0.75329 0.571 -0.407 0.554
O 0.41402 -0.09862 3.20359 0.129 -0.154 -0.032
H 0.27631 0.73195 2.71171 -0.024 0.183 -0.026
H -0.45824 -0.50901 3.22413 0.029 -0.108 0.022
B -2.44227 -4.27309 1.84760 0.106 0.116 0.008
C -1.36793 -3.12252 1.59415 0.245 0.158 -0.031
N -0.60022 -2.27460 1.40659 -0.581 0.122 -0.040
H -2.79758 -4.19556 3.00956 -0.028 -0.008 0.019
H -3.37773 -4.08076 1.09032 -0.003 0.025 -0.010
H -1.91105 -5.34014 1.62061 0.002 -0.067 -0.003
C -1.53297 -2.64030 -3.62241 0.101 0.106 -0.067
C -0.61417 -1.50682 -3.17562 -0.017 -0.113 0.104
C 0.60135 -1.43384 -4.08934 -0.010 -0.004 -0.012
O -0.13516 -1.82976 -1.86043 -0.106 -0.138 -0.212
B -0.19198 -0.70957 -1.04358 0.532 -0.055 -0.068
O -0.83950 0.33010 -1.70548 -0.031 0.105 -0.088
C -1.32931 -0.12445 -2.97694 0.043 0.121 0.095
C -2.84619 -0.23064 -2.86175 0.037 0.021 -0.064
C -0.96923 0.93783 -4.00952 -0.110 -0.108 -0.011
H -0.94638 -3.55273 -3.71450 0.060 -0.059 0.013
H -1.98889 -2.42938 -4.59203 0.002 0.045 -0.059
H -2.31896 -2.82222 -2.89711 -0.076 -0.009 0.095
H 1.10787 -2.39881 -4.07559 0.021 -0.041 0.021
H 1.30993 -0.68754 -3.73944 -0.012 0.046 0.017
H 0.32472 -1.19997 -5.11911 -0.043 -0.004 -0.051
H -3.13405 -0.94511 -2.09679 -0.005 -0.088 0.104
H -3.30545 -0.52772 -3.80594 -0.003 -0.009 -0.064
H -3.23967 0.74381 -2.57637 -0.022 0.076 0.031
H 0.09860 1.13120 -4.01795 0.114 0.010 0.022
H -1.48026 1.86552 -3.75385 -0.029 0.044 0.037
H -1.28198 0.63752 -5.01226 -0.028 -0.028 -0.040
C -5.56432 -1.69641 2.67623 0.018 -0.099 0.019
C -5.03662 -0.30330 2.87951 0.000 -0.012 -0.041
C -5.43692 0.43095 3.98999 0.025 0.015 0.014
C -4.95117 1.71072 4.19546 -0.025 0.036 0.036
C -4.05718 2.27125 3.30272 0.055 -0.030 -0.018
C -3.65243 1.55301 2.17803 -0.078 0.014 -0.089
N -2.71421 2.03651 1.26071 0.135 -0.345 -0.030
C -2.33414 3.35558 1.09993 -0.022 -0.022 0.046
C -3.28166 4.38746 1.14346 0.025 0.018 -0.011
C -2.91402 5.69856 0.91788 0.033 0.038 0.011
C -1.59259 6.01786 0.62518 -0.082 0.065 0.003
C -0.66264 4.99808 0.55817 0.087 -0.113 -0.035
C -0.99998 3.66947 0.79453 0.094 0.172 -0.023
C 0.12546 2.64213 0.72051 0.168 0.220 -0.208
O 1.20631 3.00923 0.26990 0.070 0.026 -0.041
O -0.15227 1.47866 1.16233 -0.364 -0.243 0.205
C -4.15715 0.26097 1.95365 -0.074 0.053 0.110
C -3.73817 -0.48070 0.72473 0.013 -0.056 -0.121
H -6.09664 -2.03675 3.56461 -0.022 0.002 0.016
H -4.76699 -2.41013 2.46393 0.034 -0.007 0.020
H -6.25835 -1.73701 1.83379 -0.040 0.001 -0.051
H -6.11882 -0.01576 4.70091 -0.061 -0.030 0.073
H -5.24786 2.27011 5.07321 -0.027 0.034 0.057
H -3.63917 3.24759 3.49186 0.032 0.107 -0.006
H -1.92394 1.39933 1.07929 -0.226 0.298 0.079
H -4.31468 4.13795 1.33327 -0.103 -0.025 0.039
H -3.66821 6.47514 0.96038 -0.033 0.037 -0.007
H -1.29793 7.04296 0.44211 -0.001 0.043 0.001
H 0.37440 5.18985 0.31709 0.022 0.025 0.004
H -3.56173 0.21552 -0.09249 -0.019 0.036 -0.041
H -4.48733 -1.20725 0.42003 -0.040 -0.059 -0.027
H -2.80631 -1.02670 0.87679 0.096 -0.056 0.011
C 5.37717 2.07087 2.88191 0.051 0.048 0.074
C 5.49221 2.19584 1.50753 0.055 0.067 -0.032
C 4.68866 1.43719 0.66825 -0.043 0.004 -0.125
C 3.74875 0.53805 1.16757 0.000 -0.093 0.055
C 3.64730 0.43605 2.55810 -0.001 -0.014 -0.032
C 4.44830 1.18243 3.40505 0.024 0.043 0.084
Si 2.61908 -0.59403 0.12078 -0.669 0.072 -0.375
C 3.50919 -2.28243 0.29528 -0.064 0.048 0.010
C 2.76447 -3.45591 0.38777 -0.126 0.010 -0.040
C 3.37325 -4.69920 0.48644 -0.042 -0.105 -0.013
C 4.75394 -4.79740 0.49947 0.076 -0.039 0.013
C 5.52005 -3.64219 0.41331 0.082 -0.098 0.003
C 4.89946 -2.40925 0.31269 0.022 0.134 0.043
C 3.05716 -0.09349 -1.67466 0.086 0.045 0.080
C 3.73185 -0.90960 -2.57992 0.154 -0.096 0.096
C 4.03908 -0.48470 -3.86453 0.057 -0.029 -0.151
C 3.66686 0.78151 -4.28630 -0.012 0.024 -0.098
C 2.97671 1.60890 -3.40854 0.021 0.074 -0.096
C 2.67585 1.17571 -2.12810 -0.061 -0.031 0.050
H 5.99609 2.66944 3.54046 0.020 0.005 0.018
H 6.20529 2.89315 1.08192 0.021 0.019 0.001
H 4.79103 1.55938 -0.40267 0.004 -0.003 -0.076
H 2.91043 -0.22964 2.98454 -0.111 -0.103 0.067
H 4.33561 1.08048 4.47767 0.004 0.006 0.047
H 1.68475 -3.38996 0.38459 -0.133 0.022 0.007
H 2.76172 -5.59022 0.55774 -0.017 -0.040 0.010
H 5.23285 -5.76477 0.58416 0.033 -0.064 0.000
H 6.60217 -3.70467 0.42841 0.039 -0.009 0.000
H 5.50992 -1.51692 0.25434 0.069 0.109 -0.009
H 4.03805 -1.90202 -2.27453 0.007 -0.081 0.028
H 4.56561 -1.15162 -4.53947 0.003 0.009 -0.013
H 3.89965 1.11759 -5.29133 0.004 -0.001 0.011
H 2.67022 2.60042 -3.72145 -0.011 0.030 -0.024
H 2.13363 1.83078 -1.45972 -0.089 0.114 0.131
```
Forces are in eV/Å.

The LUMO energy (spin up / spin down) is 4.462 / 4.461 eV. Its total charge is -2. As for the largest force on an atom: 0.893 eV/Å.

How is the electron density shared among the atoms? According to Löwdin, the charges in e are: 0.24, -0.08, 0.01, 0.03, -0.46, -0.19, 0.10, -0.01, -0.01, -0.02, -0.02, -0.46, -0.01, 0.08, -0.64, 0.08, -0.46, -0.02, -0.01, 0.09, 0.08, 0.08, 0.09, 0.06, 0.09, 0.08, 0.08, 0.09, 0.07, 0.09, 0.09, -0.05, -0.23, -0.08, -0.11, -0.04, -0.19, 0.10, -0.19, -0.05, -0.12, -0.12, -0.04, -0.05, -0.56, 0.03, -0.12, -0.15, -0.02, 0.07, 0.06, 0.08, 0.09, 0.09, 0.10, 0.12, 0.10, 0.09, 0.08, 0.11, 0.07, 0.08, 0.07, -0.13, -0.11, -0.10, -0.26, -0.10, -0.11, 0.78, -0.27, -0.09, -0.10, -0.13, -0.12, -0.11, -0.26, -0.10, -0.12, -0.13, -0.11, -0.10, 0.08, 0.09, 0.09, 0.08, 0.09, 0.08, 0.09, 0.08, 0.09, 0.10, 0.09, 0.09, 0.08, 0.10, 0.09


Energy relative to the best compared isomer or geometry (same formula, charge and spin) per entry: 1.840; 8.333; 0.237 eV